Molecular formula: C48H120N8O16
Method: DFT, the ωB97M-V functional and the def2-TZVPD basis

```
192
Properties=species:S:1:pos:R:3:lowdin_charge:R:1
O -7.71150 -0.63576 -8.47455 -0.2052
O 1.70475 -2.96037 6.10728 -0.2042
O -11.17790 -3.38749 6.24980 -0.1779
O 11.97328 1.84346 -4.92951 -0.1785
O -15.69062 -2.74490 2.27008 -0.1513
O -14.05128 -4.10059 10.64295 -0.1905
O -3.94637 -3.41345 -6.62855 -0.1560
O 10.30407 2.94106 3.09152 -0.1833
O 10.89177 -1.74816 2.72772 -0.2108
O 11.31915 7.60020 -8.34794 -0.2398
O 7.55507 10.14423 -4.20849 -0.2133
O -11.57558 -0.08738 -0.44080 -0.1999
O 3.87827 3.71911 -0.30204 -0.1756
O -2.70925 1.30591 0.10955 -0.1963
O 14.30199 -3.83893 -6.14733 -0.2138
O -2.81606 -3.26972 7.49296 -0.2209
N 12.80670 -1.73574 -4.97649 -0.0429
N 9.11663 0.27267 3.22054 -0.0546
N 0.83630 1.84414 0.75055 -0.0916
N -13.74873 -2.15386 -0.98735 -0.0625
N -1.38466 -4.31635 4.63082 -0.0878
N 10.84587 9.49722 -6.09540 -0.0872
N -6.02859 -1.45296 -5.86880 -0.0671
N -14.17862 -4.57079 8.07772 -0.0484
C -1.66139 1.54725 1.03331 -0.1937
C 12.01517 -2.90730 -5.34078 -0.2256
C 8.77524 10.50877 -4.85105 -0.1819
C -2.01482 -5.16709 5.65982 -0.1785
C 10.37453 4.29442 3.14799 -0.1473
C 7.62022 10.30116 -2.75369 -0.0728
C -12.20618 -0.23191 -1.67876 -0.2158
C 2.56159 -2.47298 5.08945 -0.1064
C -4.90343 -1.73520 -5.03668 -0.2531
C -3.90515 0.72382 0.56016 -0.1169
C -4.59951 -4.42055 -5.88672 -0.1222
C -14.07611 -5.50364 10.39661 -0.2425
C -3.63328 -2.34215 -5.74526 -0.2143
C -7.15811 0.24665 -7.41969 -0.1513
C 9.67023 9.19918 -5.30571 -0.1814
C 0.72768 -3.95271 5.80112 -0.2036
C 4.98934 4.62614 0.13340 -0.0639
C -12.31524 -3.28961 7.05672 -0.2682
C -2.29131 -3.71146 8.74852 -0.0910
C -13.39370 -3.73906 11.84796 -0.1081
C 9.99954 2.40073 4.32276 -0.2210
C -15.87304 -4.13303 2.06023 -0.1296
C 1.97854 2.40683 0.01276 -0.2157
C -3.09122 -4.31452 6.55020 -0.1857
C -10.76488 -2.14455 5.85883 -0.1419
C -13.69912 -0.79034 -1.63512 -0.1658
C 10.76040 -0.81829 1.61092 -0.1752
C 2.94323 3.36197 0.70721 -0.2359
C 10.33005 8.70342 -8.25104 -0.1948
C 14.08225 -3.88057 -7.53740 -0.1419
C 10.85976 6.30170 -8.77464 -0.0815
C 10.06858 0.81284 4.19487 -0.1635
C 9.64063 0.24804 1.90545 -0.2245
C 12.55117 0.67242 -4.29215 -0.2303
C -14.70478 -2.31360 1.35752 -0.2379
C 12.55125 3.02325 -4.37637 -0.1229
C -0.54507 -3.28321 5.28013 -0.1876
C -14.58684 -5.68962 8.98261 -0.1838
C 10.64535 9.94744 -7.43417 -0.2107
C -12.74309 -4.60447 7.59522 -0.1931
C 13.03093 -4.11325 -5.35221 -0.1479
C -0.46745 2.28227 0.31971 -0.2077
C -8.83580 -0.21128 -9.24001 -0.1284
C 11.22343 -3.05230 2.34098 -0.1312
C 11.99785 -0.43080 -5.14912 -0.1809
C -5.83399 -0.37786 -6.83741 -0.1988
C -14.92589 -2.48570 -0.16353 -0.2014
C -12.03490 1.00691 0.37693 -0.0877
H 10.69021 4.69209 2.18346 0.0947
H 2.85041 -1.43131 5.22947 0.0865
H 10.81982 5.71857 -7.85460 0.0825
H -15.82258 -1.99554 -0.54276 0.1194
H -16.74327 -4.35020 2.67964 0.0882
H 9.41162 8.26974 -7.85544 0.0982
H -1.94811 2.08670 1.93601 0.1165
H 9.37119 4.58733 3.45716 0.0905
H 8.89799 -0.21018 1.25230 0.1061
H -1.63731 -4.52760 8.44142 0.0643
H 10.60832 -3.65283 1.67081 0.0857
H 13.63608 0.67256 -4.39732 0.1114
H 12.63054 -5.11819 -5.48587 0.1088
H 9.90531 10.74772 -7.43157 0.1155
H -12.57255 -5.26347 6.74391 0.1216
H 11.20645 -3.07438 -4.62934 0.1168
H -14.37823 -1.32127 1.66853 0.1141
H 3.42586 -3.12939 4.98812 0.0846
H -12.13356 -4.86591 8.46022 0.1133
H -11.86661 2.01620 0.00129 0.0824
H -4.83118 -5.18086 -6.63262 0.0931
H 9.86031 6.45823 -9.18045 0.0773
H 4.63849 5.64761 0.28037 0.0694
H 10.92771 -0.43276 -4.94193 0.1181
H -4.69006 -0.74926 -4.62379 0.1126
H 13.62825 -1.63831 -5.55584 0.0945
H 5.84040 4.86857 -0.50302 0.0769
H -4.41505 1.42608 1.21964 0.0843
H -5.58445 -4.17653 -5.48866 0.0806
H 10.56839 -1.19867 0.60766 0.1137
H -3.06890 -2.33329 -4.81279 0.1144
H 12.48014 0.46591 -3.22424 0.1241
H -9.19756 -0.96806 -9.93607 0.0784
H -14.45884 -0.20243 -1.12007 0.0957
H -5.15138 -2.33711 -4.16242 0.1051
H -14.34760 -6.66086 8.54954 0.1209
H 1.57828 2.72497 -0.94989 0.1158
H 13.58421 -2.94737 -7.80048 0.0810
H 13.66302 -4.77955 -7.98925 0.0853
H -12.13133 -2.59325 7.87486 0.1278
H -6.19880 -2.33401 -6.33236 0.0929
H -12.84419 -2.26851 -0.55287 0.0898
H -0.46325 3.35819 0.49430 0.1088
H -13.11176 -2.97703 6.38148 0.1328
H -3.76252 -0.21946 1.08740 0.0827
H 7.92722 11.30867 -2.47299 0.0811
H 11.41709 10.41486 -8.04575 0.1144
H 2.31092 4.07430 1.23718 0.1203
H 11.06591 4.75648 3.85268 0.0880
H 8.26433 9.49854 -2.39450 0.0850
H -7.75188 0.56683 -6.56351 0.1169
H 11.06367 0.44806 3.94026 0.1041
H -13.69114 -2.76179 12.22818 0.0846
H -1.10700 -2.80734 6.08380 0.1097
H -0.51036 2.16724 -0.76335 0.1160
H -12.29598 0.77633 -2.08309 0.1061
H -2.97697 -4.24905 9.40348 0.0889
H 8.38396 11.08625 -5.68860 0.1047
H 11.25179 -3.62229 3.26963 0.0862
H 11.53202 8.75634 -6.11575 0.1056
H -14.06565 -0.75025 -2.66087 0.0973
H 11.74306 -0.34804 1.57404 0.1088
H 10.68118 2.67274 5.12865 0.1115
H -10.82151 -1.38062 6.63428 0.0874
H 9.06002 -0.72001 3.39796 0.0957
H 9.08857 2.81852 4.75131 0.1162
H 9.03761 8.40356 -5.69924 0.0939
H 0.37284 -4.39282 6.73306 0.1115
H 9.49468 11.17704 -4.37786 0.1101
H -5.21973 -0.71771 -7.67125 0.1153
H -12.30587 -3.80422 11.82568 0.0863
H 11.57629 6.00706 -9.54137 0.0871
H 13.40339 -4.20682 -4.33210 0.1035
H 12.11843 3.28191 -3.41002 0.0816
H -3.93560 -3.95025 5.96504 0.1174
H 10.07974 8.54603 -4.53511 0.1097
H 9.99538 1.18606 1.47842 0.1114
H -13.73614 -2.74392 1.61179 0.1151
H 13.63960 3.02532 -4.31631 0.0846
H -4.54077 0.45808 -0.28451 0.0852
H -11.52377 -1.82726 5.14362 0.0835
H -16.22579 -4.39323 1.06225 0.0736
H 2.59148 1.57364 -0.33104 0.1099
H 15.10649 -3.91542 -7.90864 0.0858
H -11.41736 1.10712 1.26951 0.0836
H -11.53282 -0.73917 -2.36969 0.1234
H 12.30201 3.93724 -4.91545 0.0757
H 6.56570 10.20725 -2.49435 0.0840
H -3.57138 -5.16370 7.03646 0.0986
H -0.33143 -2.62242 4.44001 0.1124
H -1.01586 -4.80740 3.82896 0.0999
H -13.10618 -5.99436 10.47734 0.1150
H 12.05141 -0.13855 -6.19785 0.1146
H -2.65753 -5.87686 5.13901 0.1072
H -1.31287 -5.71641 6.28720 0.0905
H -9.67305 -0.01332 -8.57073 0.0798
H 5.39209 4.41775 1.12459 0.0750
H -9.81999 -2.28715 5.33448 0.0980
H 12.23600 -3.02031 1.93879 0.0854
H 3.43895 2.73306 1.44669 0.1200
H -1.59168 -2.96166 9.11788 0.0956
H 0.94300 1.98260 1.74531 0.1049
H -6.74313 1.06210 -8.01209 0.1078
H -3.93475 -4.80712 -5.11422 0.0968
H -15.17940 -3.51823 -0.40375 0.0911
H -13.07942 0.84202 0.64130 0.0776
H -14.79519 -6.03753 11.01789 0.1184
H -13.71182 -4.34802 12.69416 0.0797
H 2.01421 -2.43977 4.14744 0.0750
H 10.10135 8.84647 -9.30715 0.1145
H 10.03996 0.38255 5.19593 0.1137
H 11.61705 -2.94213 -6.35488 0.0989
H -15.11742 -4.86184 2.35342 0.0936
H -14.14598 -3.65078 8.49320 0.0800
H -1.19582 0.60906 1.33522 0.1117
H 1.10507 -4.58905 5.00064 0.1235
H -5.28310 0.46232 -6.41466 0.1161
H -8.72740 0.62348 -9.93249 0.0757
H -15.66003 -5.62318 9.16142 0.1058
H -3.21198 -1.51949 -6.32305 0.1110
```

Results
- SMILES = COCCNCCOC.COCCNCCOC.COCCNCCOC.COCCNCCOC.COCCNCCOC.COCCNCCOC.COCCNCCOC.COCCNCCOC
- energy above the lowest of the compared OMol25 structures with the same formula, charge and spin (kJ/mol) = 1141.0
- LUMO (eV) = 0.433
- energy (hartree) = -3541.933222
- max |F| (eV Å⁻¹) = 3.637